Density functional theory data (ωB97M-V/def2-TZVPD) for 2 unconnected molecules or ions with the total composition C6H10O in a non-equilibrium geometry.

Results
Orbital gap, eV: 8.678
Energy relative to the best compared isomer or geometry (same formula, charge and spin), kJ/mol: 441.8
HOMO energy, eV: -8.06

The geometry in XYZ format:
```
17
C6H10O | OMol25 | ωB97M-V/def2-TZVPD
C -0.254 0.785 0.239
C -0.888 -0.372 -0.008
C 0.497 -0.410 0.330
C -0.107 2.227 0.277
C -2.120 -0.966 -0.631
C 1.535 -1.194 1.102
O 1.714 -0.137 -1.375
H 0.608 2.341 -0.602
H 0.435 2.645 1.286
H -1.020 2.648 -0.026
H -1.694 -2.008 -0.799
H -2.222 -0.404 -1.530
H -2.853 -0.901 0.071
H 1.063 -2.058 1.548
H 2.115 -0.720 1.867
H 2.172 -1.619 0.317
H 1.018 0.142 -2.067
```

Density functional theory data (ωB97M-V/def2-TZVPD) for 2 unconnected molecules or ions with the total composition C5H8N2O3 in a non-equilibrium geometry.

Results
Orbital gap, eV: 10.808
Energy relative to the best compared isomer or geometry (same formula, charge and spin), kJ/mol: 524.6
HOMO energy, eV: -10.58

The geometry in XYZ format:
```
18
C5H8N2O3 | OMol25 | ωB97M-V/def2-TZVPD
O 3.970 -1.266 2.018
N 3.211 -0.636 1.323
O 2.350 -0.973 0.539
O 3.358 0.751 1.488
H 2.690 1.196 0.962
C -2.264 -1.404 0.089
C -2.069 -0.326 -1.011
C -0.675 0.238 -0.797
C -0.478 1.549 -0.709
C 0.836 1.975 -0.437
N 1.870 2.419 -0.205
H -2.830 -2.332 -0.208
H -1.181 -1.735 0.435
H -2.666 -0.893 0.906
H -2.868 0.384 -0.923
H -2.086 -0.736 -1.972
H 0.085 -0.496 -0.492
H -1.252 2.285 -1.008
```

Q: What is the orbital gap in the first record?
A: 8.678 eV